(1)
Computed, not measured: 2 unconnected molecules or ions with the total composition H2NO2S3 at a distorted geometry, with the ωB97M-V functional and the def2-TZVPD basis.

CARTESIAN COORDINATES (ANGSTROEM)
1 S -0.409 -0.818 1.643
2 H -0.716 1.002 -1.125
3 S 1.515 0.447 -0.687
4 O 2.159 0.934 0.560
5 O 0.698 1.485 -1.432
6 N -0.540 -1.028 -0.006
7 S -1.663 -0.050 -0.871
8 H -1.045 -1.971 1.917

Summary:
LUMO level (spin up / spin down): 3.58 / 3.58 eV
Net charge: -1
HOMO-LUMO gap (spin up / spin down): 7.22 / 7.22 eV
Strongest force on any atom: 2.5 eV/Å
E: -38122.569 eV

(2)
Computed, not measured: a molecular structure, C19H21O2Pd at a distorted geometry, with the ωB97M-V functional and the def2-TZVPD basis.

CARTESIAN COORDINATES (ANGSTROEM)
1 C 0.304 1.604 3.141
2 H 0.200 -2.747 -0.122
3 C 0.039 -0.944 -2.431
4 H -1.954 -0.301 -2.036
5 C -0.058 1.136 -3.790
6 C 1.107 2.021 1.974
7 C 0.796 -1.729 2.955
8 C 0.230 -0.263 -3.610
9 O -0.824 0.120 -0.494
10 H 0.960 -2.016 -4.666
11 C -0.042 -0.054 4.912
12 O 0.046 0.149 3.333
13 C 1.257 -1.985 1.664
14 H -1.458 -1.737 -1.130
15 C -0.761 -1.846 2.894
16 H 2.302 -2.079 1.434
17 C 0.143 -2.353 0.870
18 H 0.778 1.556 -7.061
19 C -1.155 2.127 1.413
20 H -0.430 1.701 -2.934
21 H 0.791 1.369 4.132
22 H 1.409 -1.248 3.775
23 C 0.740 -0.952 -4.768
24 H -1.928 1.236 3.325
25 H 2.180 2.102 2.023
26 C 0.207 2.391 0.988
27 H -0.283 -1.017 5.172
28 C 0.921 -0.310 -5.977
29 H 0.469 2.789 0.033
30 C 0.629 1.052 -6.109
31 C -1.116 -0.777 -1.526
32 H 0.929 -0.013 5.327
33 H -0.084 2.822 -5.101
34 H 1.299 -0.870 -6.830
35 H -1.422 -1.338 3.657
36 H 0.779 -1.677 -2.107
37 H -0.841 0.613 5.138
38 H -2.082 -2.239 1.259
39 Pd 0.058 0.017 1.125
40 C -1.167 1.756 2.717
41 H -2.038 2.269 0.849
42 C -1.075 -2.097 1.588
43 C 0.143 1.762 -5.006

Summary:
LUMO level (spin up / spin down): 3.16 / 2.86 eV
Net charge: -1
HOMO-LUMO gap (spin up / spin down): 5.26 / 5.50 eV
Strongest force on any atom: 5.4 eV/Å
Multiplicity: 3
E: -27606.728 eV

(3)
Computed, not measured: 2 unconnected molecules or ions with the total composition CHFN2OS at a distorted geometry, with the ωB97M-V functional and the def2-TZVPD basis.

CARTESIAN COORDINATES (ANGSTROEM)
1 S 0.112 0.173 -0.450
2 O -0.118 0.244 -1.874
3 N -1.677 -1.769 0.710
4 N 1.342 -0.134 0.331
5 F -0.883 2.145 0.724
6 C -0.964 -0.974 0.221
7 H 2.188 0.316 0.337

Summary:
LUMO level (spin up / spin down): -3.42 / -3.28 eV
HOMO-LUMO gap (spin up / spin down): 7.66 / 9.35 eV
Strongest force on any atom: 3.4 eV/Å
E: -19627.432 eV

(4)
Computed, not measured: a molecular structure, C38H28BrCdF4N3O2P, with the ωB97M-V functional and the def2-TZVPD basis.

CARTESIAN COORDINATES (ANGSTROEM)
1 H -3.072 -3.857 -3.531
2 C -4.237 2.590 1.368
3 C -0.526 0.531 -4.250
4 C -1.412 -3.031 -2.627
5 H 6.133 0.958 -0.954
6 C 1.660 -2.113 2.669
7 C 5.349 0.313 -0.580
8 H 0.325 0.307 -4.876
9 H -3.579 1.384 -2.036
10 C -0.818 1.371 3.540
11 H -0.549 -3.345 -5.225
12 H -4.312 2.407 0.306
13 C -2.838 1.192 -4.052
14 C 2.633 -6.789 0.356
15 C -1.997 1.461 1.390
16 F -1.048 -1.998 5.097
17 C -1.991 -3.859 -3.681
18 C 2.713 -1.858 3.533
19 C -3.088 2.162 2.057
20 H 6.155 -1.454 -1.491
21 C 2.516 -1.606 4.882
22 H 0.077 1.086 4.080
23 H 0.724 -6.831 -0.618
24 H 0.357 -4.394 -0.383
25 C -1.738 0.885 -4.836
26 C 3.387 -4.643 1.131
27 C 0.166 -1.942 4.565
28 H -1.793 2.211 5.214
29 H -2.089 -3.962 -5.829
30 C 3.591 -6.004 0.990
31 N -0.984 -2.365 -1.799
32 C 1.472 -6.215 -0.137
33 C -1.536 0.799 -2.070
34 C 1.878 -0.179 -2.966
35 O 0.178 0.461 1.645
36 H -1.985 -2.311 -5.203
37 C -0.849 1.051 2.140
38 H -1.641 -4.882 -3.537
39 C -2.735 1.149 -2.669
40 H 4.313 1.900 0.431
41 C -4.067 3.068 4.099
42 H -3.984 3.246 5.165
43 H -1.811 0.927 -5.915
44 H 4.376 -2.929 -0.644
45 O 0.729 0.159 -2.194
46 H 4.129 -4.034 1.636
47 C 3.323 0.022 0.681
48 C -5.252 3.239 2.029
49 F 3.548 -1.354 5.673
50 P 1.895 -2.310 0.873
51 C -1.628 -3.331 -5.073
52 C 1.236 -1.639 5.398
53 H 4.493 -6.457 1.378
54 F 1.029 -1.406 6.682
55 H 2.673 -0.385 -2.253
56 H 2.794 -7.854 0.253
57 C -1.845 1.998 4.152
58 C 0.376 -2.181 3.223
59 C 4.360 -1.875 -0.400
60 C -5.176 3.481 3.407
61 N -2.119 1.393 0.045
62 C 3.348 -1.345 0.391
63 H -3.775 1.470 -4.514
64 C -3.014 2.410 3.439
65 N -1.342 0.692 -0.671
66 H -5.983 3.989 3.916
67 H 2.171 0.658 -3.601
68 C 2.223 -4.062 0.625
69 H 1.688 -1.062 -3.580
70 C -0.428 0.490 -2.871
71 C 1.264 -4.849 -0.005
72 H -6.124 3.565 1.477
73 Cd 0.035 -0.905 -0.059
74 C 5.362 -1.040 -0.882
75 H 2.513 0.443 1.271
76 F 3.974 -1.863 3.096
77 Br -1.151 -2.651 2.212
78 C 4.328 0.843 0.201

Summary:
LUMO level: -2.79 eV
Net charge: +1
HOMO-LUMO gap: 6.91 eV
Strongest force on any atom: 0.4 eV/Å
E: -143185.336 eV

- What is the strongest force on any atom in the fourth record?
  0.4 eV/Å